# 1
Here is C14H17AuN3O2 as an isolated structure from OMol25. Energies are from ωB97M-V with the def2-TZVPD basis set.

ORCA input file:
```
! RIJCOSX wB97M-V def2-TZVPD def2/J DEFGRID3
* xyz 1 1
Au -0.36 -1.20 1.47
O -0.24 -3.80 -1.86
C -0.09 -3.11 -0.87
O -0.97 -2.82 0.02
C 1.31 -2.48 -0.69
C 2.40 -2.92 -1.48
C 3.58 -2.24 -1.41
C 3.70 -1.11 -0.58
C 4.87 -0.30 -0.50
C 4.91 0.78 0.32
C 3.81 1.11 1.14
C 2.67 0.35 1.09
C 2.59 -0.76 0.22
N 1.43 -1.47 0.13
H 2.25 -3.77 -2.12
H 4.43 -2.56 -1.99
H 5.72 -0.56 -1.11
H 5.80 1.40 0.37
H 3.87 1.96 1.81
H 1.81 0.56 1.73
N -4.35 1.82 0.04
C -3.68 0.93 -0.97
C -2.73 -0.01 -0.23
N -1.76 0.71 0.59
C -2.38 1.64 1.51
C -3.34 2.61 0.82
H -4.87 1.23 0.69
H -5.02 2.44 -0.41
H -3.13 1.58 -1.66
H -4.43 0.38 -1.52
H -2.21 -0.66 -0.93
H -3.30 -0.67 0.43
H -1.06 1.17 0.00
H -1.62 2.21 2.04
H -2.94 1.06 2.26
H -2.81 3.25 0.11
H -3.86 3.25 1.54
*
```

Summary:
* M: 456.28 g/mol
* frontier orbital gap: 7.28 eV
* max |F|: 0.47 eV/A

Charges computed using natural (NBO), reported in e: number 1, Au, carries 0.8165; number 2, O, carries -0.6301; number 3, C, carries 0.7271; number 4, O, carries -0.8418; number 5, C, carries 0.1448; number 6, C, carries -0.2230; number 7, C, carries -0.1381; number 8, C, carries -0.0210; number 9, C, carries -0.1897; number 10, C, carries -0.2035; number 11, C, carries -0.1883; number 12, C, carries -0.2140; number 13, C, carries 0.1285; number 14, N, carries -0.5514; number 15, H, carries 0.2619; number 16, H, carries 0.2275; number 17, H, carries 0.2248; number 18, H, carries 0.2273; number 19, H, carries 0.2229; number 20, H, carries 0.2005; number 21, N, carries -0.4938; number 22, C, carries -0.2467; number 23, C, carries -0.2697; number 24, N, carries -0.6522; number 25, C, carries -0.2510; number 26, C, carries -0.2465; number 27, H, carries 0.4334; number 28, H, carries 0.4445; number 29, H, carries 0.2259; number 30, H, carries 0.2503; number 31, H, carries 0.2832; number 32, H, carries 0.2182; number 33, H, carries 0.3939; number 34, H, carries 0.2487; number 35, H, carries 0.2095; number 36, H, carries 0.2273; number 37, H, carries 0.2441

# 2
Here is one molecule with the formula C14H17BN2O4 at a distorted geometry from OMol25. Energies are from ωB97M-V with the def2-TZVPD basis set.

ORCA input file:
```
! RIJCOSX wB97M-V def2-TZVPD def2/J DEFGRID3
* xyz 0 1
O 1.87 0.27 -0.21
O -2.77 -0.23 -0.93
O 0.72 -2.23 -2.48
O 0.72 -4.41 -1.43
B 0.54 -3.03 -1.35
C 1.12 1.20 -0.34
C -1.61 -0.68 -0.92
C 2.32 4.38 1.36
C 1.11 5.05 1.29
C 2.44 3.11 0.81
C -0.01 4.50 0.70
C 1.28 2.52 0.35
C 0.06 3.19 0.27
N -0.11 1.23 -0.97
N -1.27 -1.85 -0.23
C -0.60 0.09 -1.71
C -0.91 2.40 -0.60
C -2.18 -2.48 0.77
C -1.28 -3.09 1.87
C 0.08 -3.27 1.17
C 0.11 -2.35 -0.02
H 1.15 -2.65 -3.26
H 0.82 -4.74 -2.33
H 3.13 4.82 1.90
H 0.94 6.01 1.69
H 3.38 2.59 0.87
H -0.90 5.08 0.59
H -0.98 0.37 -2.71
H 0.27 -0.57 -1.88
H -1.22 2.97 -1.49
H -1.75 2.06 -0.03
H -2.80 -3.27 0.30
H -2.82 -1.69 1.17
H -1.66 -4.01 2.34
H -1.14 -2.35 2.67
H 0.24 -4.34 0.87
H 0.93 -3.10 1.84
H 0.77 -1.49 0.06
*
```

Summary:
* M: 288.11 g/mol
* frontier orbital gap: 8.87 eV
* SMILES: O=C1c2ccccc2CN1CC(=O)N1CCC[C@H]1B(O)O
* max |F|: 2.43 eV/A
* relative energy (zero: lowest compared OMol25 entry of this formula, charge and spin): 0.00 kJ/mol

Charges computed using natural (NBO), reported in e: number 1, O, carries -0.6247; number 2, O, carries -0.6407; number 3, O, carries -0.9112; number 4, O, carries -0.8911; number 5, B, carries 1.1561; number 6, C, carries 0.6764; number 7, C, carries 0.6665; number 8, C, carries -0.2151; number 9, C, carries -0.1906; number 10, C, carries -0.1596; number 11, C, carries -0.2382; number 12, C, carries -0.1701; number 13, C, carries 0.0879; number 14, N, carries -0.4119; number 15, N, carries -0.4174; number 16, C, carries -0.3369; number 17, C, carries -0.2431; number 18, C, carries -0.2143; number 19, C, carries -0.4109; number 20, C, carries -0.4025; number 21, C, carries -0.4513; number 22, H, carries 0.4971; number 23, H, carries 0.4834; number 24, H, carries 0.2156; number 25, H, carries 0.2110; number 26, H, carries 0.2276; number 27, H, carries 0.2129; number 28, H, carries 0.2238; number 29, H, carries 0.2758; number 30, H, carries 0.2101; number 31, H, carries 0.2270; number 32, H, carries 0.1956; number 33, H, carries 0.2253; number 34, H, carries 0.2204; number 35, H, carries 0.2030; number 36, H, carries 0.2211; number 37, H, carries 0.2207; number 38, H, carries 0.2721

# 3
Here is C14H17Br24FN4O3S2 as an isolated structure at a distorted geometry from OMol25. Energies are from ωB97M-V with the def2-TZVPD basis set.

ORCA input file:
```
! RIJCOSX wB97M-V def2-TZVPD def2/J DEFGRID3
* xyz 0 1
N 0.15 -2.28 2.10
C 0.27 -3.53 2.28
C 1.46 -4.36 1.86
N 1.65 -4.32 0.37
C 0.34 -4.36 -0.33
C 0.35 -4.72 -1.81
S 1.31 -3.62 -2.91
C 1.41 -2.11 -2.08
N 2.44 -1.36 -2.25
N 2.20 -0.20 -1.52
C 1.06 -0.36 -0.97
O 0.49 -1.54 -1.28
S 2.66 -5.58 -0.02
O 3.51 -5.83 1.09
O 3.27 -5.38 -1.28
F 1.67 -6.79 -0.11
H 1.00 -1.95 1.64
H -0.56 -4.05 2.75
H 1.27 -5.39 2.17
H 2.34 -3.97 2.36
H -0.32 -5.08 0.18
H -0.14 -3.40 -0.23
H 0.66 -5.74 -2.02
H -0.69 -4.66 -2.13
H 0.60 0.39 -0.35
C -2.53 -2.24 4.77
Br -0.92 -1.73 5.68
Br -2.79 -4.14 4.78
Br -4.06 -1.30 5.46
H -2.41 -1.94 3.73
C 6.26 0.86 -2.28
Br 5.67 2.69 -2.15
Br 4.76 -0.34 -2.14
Br 7.28 0.57 -3.90
H 6.93 0.68 -1.46
C -7.76 -1.77 7.64
Br -9.42 -1.57 8.59
Br -6.71 -0.17 7.73
Br -6.77 -3.30 8.23
H -8.01 -1.93 6.60
C 3.48 3.63 -5.21
Br 2.94 3.49 -7.05
Br 3.42 5.45 -4.58
Br 2.48 2.46 -4.07
H 4.52 3.32 -5.16
C 1.81 7.91 -7.22
Br 2.76 7.70 -8.87
Br 1.16 9.70 -6.98
Br 0.40 6.61 -7.08
H 2.51 7.71 -6.43
C -1.87 1.88 7.32
Br -1.67 1.72 9.23
Br -3.69 2.28 6.84
Br -0.65 3.16 6.58
H -1.64 0.92 6.89
C 2.33 2.92 -11.27
Br 0.91 2.02 -10.34
Br 2.45 4.77 -10.74
Br 4.01 2.02 -11.04
H 2.10 2.89 -12.32
C -7.02 4.60 6.55
Br -7.67 4.20 4.79
Br -6.78 6.49 6.81
Br -8.14 3.83 7.91
H -6.04 4.15 6.64
*
```

Summary:
* M: 2290.14 g/mol
* frontier orbital gap: 9.12 eV
* max |F|: 2.07 eV/A
* relative energy (zero: lowest compared OMol25 entry of this formula, charge and spin): 0.00 kJ/mol

Charges computed using natural (NBO), reported in e: number 1, N, carries -0.5838; number 2, C, carries 0.1169; number 3, C, carries -0.3088; number 4, N, carries -0.6607; number 5, C, carries -0.2600; number 6, C, carries -0.5467; number 7, S, carries 0.3451; number 8, C, carries 0.2964; number 9, N, carries -0.3342; number 10, N, carries -0.2883; number 11, C, carries 0.2848; number 12, O, carries -0.4335; number 13, S, carries 2.5257; number 14, O, carries -0.9059; number 15, O, carries -0.8780; number 16, F, carries -0.4875; number 17, H, carries 0.3293; number 18, H, carries 0.1812; number 19, H, carries 0.2133; number 20, H, carries 0.2513; number 21, H, carries 0.2041; number 22, H, carries 0.2463; number 23, H, carries 0.2493; number 24, H, carries 0.2391; number 25, H, carries 0.2203; number 26, C, carries -0.5077; number 27, Br, carries 0.0871; number 28, Br, carries 0.0822; number 29, Br, carries 0.1054; number 30, H, carries 0.2336; number 31, C, carries -0.5127; number 32, Br, carries 0.0580; number 33, Br, carries 0.1585; number 34, Br, carries 0.0633; number 35, H, carries 0.2188; number 36, C, carries -0.5047; number 37, Br, carries 0.0971; number 38, Br, carries 0.0923; number 39, Br, carries 0.0953; number 40, H, carries 0.2252; number 41, C, carries -0.5033; number 42, Br, carries 0.0963; number 43, Br, carries 0.0653; number 44, Br, carries 0.1039; number 45, H, carries 0.2285; number 46, C, carries -0.5038; number 47, Br, carries 0.0900; number 48, Br, carries 0.0911; number 49, Br, carries 0.1003; number 50, H, carries 0.2276; number 51, C, carries -0.5021; number 52, Br, carries 0.1012; number 53, Br, carries 0.0705; number 54, Br, carries 0.0987; number 55, H, carries 0.2299; number 56, C, carries -0.5068; number 57, Br, carries 0.0907; number 58, Br, carries 0.0970; number 59, Br, carries 0.0927; number 60, H, carries 0.2246; number 61, C, carries -0.5039; number 62, Br, carries 0.0905; number 63, Br, carries 0.0973; number 64, Br, carries 0.0955; number 65, H, carries 0.2206